{
  "formula": "H4N2O4PS",
  "method": "ωB97M-V with the def2-TZVPD basis set",
  "homo_energy_ha": -0.172,
  "relative_energy_kcal_mol": 13.0,
  "spin_multiplicity": 1,
  "charge": -1,
  "symbols": ["N", "N", "O", "O", "O", "O", "P", "S", "H", "H", "H", "H"],
  "coordinates": [[0.481, 1.510, -0.298], [-0.688, -0.567, 0.436], [1.495, -1.207, -0.785], [1.713, -0.521, 1.526], [0.609, -2.736, 0.936], [-1.993, 1.259, -0.907], [-0.590, 0.275, -1.009], [0.957, -1.388, 0.565], [0.691, 2.160, -0.970], [1.330, 1.112, 0.170], [-1.429, -1.347, 0.424], [-2.577, 1.448, -0.088]],
  "lowdin_charge": [-0.17, -0.35, -0.45, -0.41, -0.37, -0.43, 0.68, 0.38, -0.05, 0.02, 0.07, 0.07]
}